[1]
Entry from the OMol25 dataset: a structure of composition C37H87F2N6O13S2V (wB97M-V/def2-TZVPD).

Values from the calculation:
HOMO-LUMO gap (alpha / beta)   7.13 / 7.99 eV

```
! wB97M-V def2-TZVPD RIJCOSX def2/J DEFGRID3
* xyz -1 2
O 2.326 3.414 -4.000
V 1.530 2.070 -3.855
O 0.266 1.988 -4.806
N 1.161 0.971 -2.005
S -0.037 -0.318 -1.757
O -1.363 0.167 -1.556
O 0.300 -1.496 -0.942
F 0.008 -0.775 -3.236
S 1.716 1.197 -0.604
O 2.916 0.390 -0.215
O 0.726 1.538 0.460
F 2.374 2.612 -0.777
C 1.862 -4.319 -5.620
C 1.713 -5.158 -4.330
C 1.246 -6.652 -4.644
C 2.253 -7.766 -5.017
C 3.498 -7.669 -4.115
C 4.137 -6.249 -3.826
N 2.994 -5.286 -3.481
O 3.334 -4.030 -2.847
C 5.097 -6.390 -2.626
C 4.990 -5.927 -5.039
C 0.560 -4.619 -3.593
H 2.134 -3.319 -5.280
H 0.947 -4.248 -6.208
H 2.692 -4.687 -6.223
H 0.524 -7.132 -3.983
H 0.618 -6.614 -5.533
H 2.655 -7.541 -6.005
H 1.856 -8.778 -4.941
H 4.221 -8.159 -4.767
H 3.430 -8.272 -3.209
H 4.615 -6.744 -1.715
H 5.849 -7.150 -2.839
H 5.693 -5.509 -2.390
H 5.946 -6.439 -5.147
H 4.527 -5.985 -6.024
H 5.257 -4.873 -4.965
H 0.647 -3.552 -3.390
H 0.487 -5.069 -2.603
H -0.402 -4.744 -4.090
H 3.517 -4.347 -1.960
C -4.424 5.841 -1.354
C -5.032 4.548 -1.949
C -4.299 4.262 -3.279
C -4.381 2.899 -3.786
C -3.893 1.934 -2.707
C -4.670 2.008 -1.414
N -4.870 3.437 -0.940
O -5.750 3.657 0.193
C -5.977 1.159 -1.500
C -3.891 1.318 -0.271
C -6.543 4.746 -2.297
H -4.940 6.191 -0.461
H -4.412 6.588 -2.148
H -3.372 5.715 -1.096
H -4.783 4.947 -3.975
H -3.240 4.486 -3.149
H -3.686 2.649 -4.587
H -5.407 2.612 -4.019
H -2.837 1.979 -2.440
H -3.902 0.971 -3.218
H -5.938 0.083 -1.668
H -6.452 1.247 -0.523
H -6.775 1.669 -2.039
H -2.938 1.793 -0.037
H -4.525 1.370 0.614
H -3.693 0.256 -0.412
H -6.733 5.593 -2.956
H -7.009 5.066 -1.365
H -7.185 3.905 -2.561
H -5.076 3.629 0.876
C -2.184 -2.809 3.487
C -1.025 -2.020 2.764
C -0.285 -1.165 3.808
C 0.651 -1.925 4.639
C 1.708 -2.694 3.817
C 1.049 -3.525 2.707
N -0.055 -2.812 1.976
O -0.611 -3.382 0.872
C 2.132 -3.889 1.703
C 0.458 -4.827 3.342
C -1.700 -0.959 1.825
H -1.907 -3.289 4.425
H -2.560 -3.617 2.858
H -3.059 -2.161 3.530
H 0.387 -0.481 3.289
H -0.981 -0.582 4.412
H 0.179 -2.542 5.404
H 1.161 -1.223 5.300
H 2.397 -3.230 4.470
H 2.486 -2.031 3.440
H 2.319 -3.069 1.009
H 3.113 -4.237 2.025
H 1.847 -4.690 1.021
H -0.194 -4.539 4.166
H -0.073 -5.441 2.614
H 1.229 -5.499 3.721
H -1.127 -0.472 1.036
H -2.299 -0.237 2.379
H -2.552 -1.343 1.264
H -0.113 -2.952 0.174
C 5.262 -1.515 -0.912
O 5.637 -0.265 -0.352
H 4.441 -1.504 -1.630
H 6.010 -2.078 -1.470
H 5.117 -2.297 -0.167
H 4.778 0.108 -0.141
C -0.129 4.495 -1.600
O -0.321 3.465 -2.533
H 0.063 4.080 -0.611
H 0.733 5.036 -1.991
H -0.985 5.149 -1.434
H -1.185 3.123 -2.293
C 1.908 2.063 3.727
C 2.289 3.295 4.487
C 2.202 3.222 5.974
O 3.022 2.155 6.553
C 2.860 2.083 7.980
N 3.475 3.816 3.816
H 0.884 1.730 3.896
H 2.446 1.147 3.974
H 1.994 2.219 2.651
H 1.564 4.043 4.169
H 1.177 3.102 6.326
H 2.616 4.132 6.407
H 1.828 1.933 8.298
H 3.141 3.030 8.442
H 3.480 1.329 8.465
H 4.271 3.223 4.003
H 3.401 3.689 2.817
C -3.398 4.451 3.099
C -2.122 4.356 2.246
C -1.689 5.832 2.012
O -0.585 6.114 1.098
C 0.630 6.423 1.762
N -1.077 3.609 2.960
H -3.595 3.440 3.455
H -4.132 4.760 2.354
H -3.435 5.207 3.884
H -2.342 3.810 1.329
H -1.586 6.366 2.957
H -2.474 6.340 1.451
H 0.489 7.449 2.099
H 1.435 6.454 1.029
H 0.849 5.716 2.563
H -1.257 2.643 3.196
H -0.273 3.578 2.349
*
```



[2]
Entry from the OMol25 dataset: a structure of composition C11H30BBe3BrClFN2NaO6Si2 (wB97M-V/def2-TZVPD).

Values from the calculation:
HOMO-LUMO gap   2.04 eV

```
! wB97M-V def2-TZVPD RIJCOSX def2/J DEFGRID3
* xyz 1 1
N -3.798 -3.011 -1.538
O -3.472 -3.124 -2.915
B -2.097 -2.815 -3.127
O -1.755 -1.521 -2.933
O -1.209 -3.834 -3.458
H -2.951 -2.964 -0.983
H -1.189 -1.564 -2.140
H -1.013 -4.294 -2.620
Be -5.413 -3.732 -1.664
Br -3.000 -0.184 -1.293
Na -4.758 -1.353 -0.488
C 3.381 -3.172 -5.554
C 2.562 -2.423 -4.535
O 3.075 -1.652 -3.751
C 1.073 -2.667 -4.525
H 4.429 -2.900 -5.445
H 3.279 -4.248 -5.396
H 3.052 -2.911 -6.561
H 0.873 -3.715 -4.321
H 0.642 -2.383 -5.487
H 0.616 -2.064 -3.745
C -8.095 -0.641 4.009
C -6.913 -1.083 3.118
O -5.795 -0.709 3.481
O -7.248 -1.777 2.124
H -7.744 -0.047 4.849
H -8.793 -0.045 3.422
H -8.614 -1.519 4.392
Be -1.972 1.666 -2.688
C -1.164 1.026 1.339
Si 0.705 1.105 1.404
C 1.335 0.746 -0.334
C 1.292 -0.275 2.557
N 1.151 2.668 1.968
Si 2.788 3.183 2.178
C 3.725 3.180 0.537
C 3.711 2.162 3.460
C 2.780 4.940 2.807
H -1.483 0.046 0.984
H -1.600 1.194 2.325
H -1.550 1.783 0.655
H 0.836 -0.138 -0.742
H 2.409 0.545 -0.350
H 1.131 1.587 -1.000
H 1.065 -0.047 3.602
H 2.373 -0.435 2.461
H 0.781 -1.214 2.294
H 3.980 2.167 0.207
H 4.786 3.795 0.621
H 3.137 3.690 -0.265
H 3.120 2.053 4.370
H 4.647 2.659 3.721
H 3.963 1.165 3.087
H 2.261 4.999 3.767
H 2.280 5.593 2.093
H 3.801 5.301 2.947
F 2.068 5.323 0.012
Be 2.565 -2.196 1.659
Cl 5.954 4.081 1.408
*
```